Record 1
{
  "formula": "C23H61NO15",
  "method": "wB97M-V/def2-TZVPD",
  "smiles": "CC1(C)CCCC(C)(C)N1O.OCCO.OCCO.OCCO.OCCO.OCCO.OCCO.OCCO",
  "e_lumo_ha": 0.0200,
  "total_charge": 0,
  "orbital_gap_ev": 8.96,
  "symbols": ["O", "O", "O", "O", "O", "O", "O", "O", "O", "O", "O", "O", "O", "O", "O", "N", "C", "C", "C", "C", "C", "C", "C", "C", "C", "C", "C", "C", "C", "C", "C", "C", "C", "C", "C", "C", "C", "C", "C", "H", "H", "H", "H", "H", "H", "H", "H", "H", "H", "H", "H", "H", "H", "H", "H", "H", "H", "H", "H", "H", "H", "H", "H", "H", "H", "H", "H", "H", "H", "H", "H", "H", "H", "H", "H", "H", "H", "H", "H", "H", "H", "H", "H", "H", "H", "H", "H", "H", "H", "H", "H", "H", "H", "H", "H", "H", "H", "H", "H", "H"],
  "positions_angstrom": [[2.45, 0.54, 0.47], [-0.40, 4.86, 0.59], [2.26, 6.21, 1.70], [-0.36, -1.44, 1.15], [2.24, -2.15, -0.43], [0.52, -4.04, 1.92], [5.13, -0.99, 2.11], [-0.53, -0.39, 3.84], [2.28, -1.26, 2.80], [1.26, 4.73, 4.01], [-4.42, -0.57, -4.76], [-0.12, 2.51, -1.16], [2.66, -4.90, 0.35], [2.09, 3.64, 0.06], [0.03, 2.52, 5.35], [-3.75, -1.15, -3.70], [-4.34, -3.28, -4.77], [-1.57, -0.87, 1.70], [4.61, -1.76, 3.16], [-0.15, 2.81, 3.93], [-1.57, 0.33, -3.57], [-2.75, -3.15, -2.87], [-1.47, 4.09, 0.10], [1.32, -5.18, -0.09], [2.94, 0.13, -0.85], [-3.20, -2.47, -4.13], [-2.07, -2.37, -5.22], [-0.95, 2.68, -0.09], [-2.89, -0.19, -2.92], [0.50, -5.34, 1.13], [3.34, -1.23, 3.76], [-2.60, -1.00, -1.65], [-1.87, -2.36, -1.97], [-0.10, 4.31, 3.77], [3.09, 4.65, -0.03], [-3.76, 1.00, -2.54], [2.32, -1.13, -1.36], [3.35, 5.36, 1.31], [-1.62, -1.07, 3.20], [2.92, 5.43, -0.73], [-1.48, 0.21, 1.55], [-5.26, -2.98, -4.29], [-1.11, -1.93, -4.92], [1.99, 5.97, 2.66], [-0.48, 5.80, 0.76], [-3.53, -1.12, -1.10], [-0.92, -0.47, -3.85], [4.05, 4.13, -0.20], [-1.79, 0.81, -4.46], [-1.06, 0.98, -2.94], [-4.52, -3.02, -5.82], [5.64, -1.61, 1.58], [0.78, 2.53, -0.86], [-2.58, -0.65, 3.52], [-1.61, -2.17, 3.47], [3.02, -1.90, 4.53], [-1.94, -0.36, -1.01], [-0.44, 2.38, 0.87], [-0.88, 4.97, 4.25], [1.60, -1.83, 0.22], [-1.61, -2.86, -1.04], [-3.14, 1.57, -1.79], [-1.81, 1.99, -0.12], [2.68, 1.48, 0.52], [1.41, -6.08, -0.63], [0.36, -0.62, 3.45], [4.44, -2.78, 2.83], [-0.26, 4.50, 2.70], [2.52, -0.52, 2.16], [-0.54, -5.47, 0.95], [-0.98, -2.12, -2.50], [1.63, 4.40, 4.85], [-1.87, -3.37, -5.59], [-4.04, 1.51, -3.50], [-2.21, -4.05, -3.09], [3.04, -1.38, -2.17], [3.53, 4.48, 1.95], [1.37, -4.04, 2.39], [-1.08, 2.43, 3.54], [4.00, -0.03, -0.82], [-2.45, -1.88, -6.10], [3.51, -0.18, 4.14], [5.35, -1.86, 3.95], [0.66, 2.49, 3.33], [-2.42, -1.26, 1.07], [-4.26, -4.29, -4.60], [-4.70, 0.57, -2.16], [-3.76, -0.20, -5.31], [0.89, -6.05, 1.82], [1.39, -0.86, -1.80], [2.93, -3.97, 0.04], [2.77, 0.90, -1.60], [-0.19, 1.65, 5.42], [-1.97, 4.38, -0.79], [-0.19, -2.27, 1.66], [1.28, 4.17, 0.12], [4.26, 6.00, 1.26], [-3.66, -3.42, -2.30], [-2.19, 4.05, 0.89], [1.03, -4.29, -0.63]]
}

***

Record 2
{
  "formula": "C21H43N3O",
  "method": "wB97M-V/def2-TZVPD",
  "smiles": "COCCCC[C@@H](C#N)[C@@H](N)C#N.CCCCCC.CCCCCC",
  "e_lumo_ha": 0.0194,
  "total_charge": 0,
  "orbital_gap_ev": 10.52,
  "symbols": ["O", "N", "N", "N", "C", "C", "C", "C", "C", "C", "C", "C", "C", "C", "C", "C", "C", "C", "C", "C", "C", "C", "C", "C", "C", "H", "H", "H", "H", "H", "H", "H", "H", "H", "H", "H", "H", "H", "H", "H", "H", "H", "H", "H", "H", "H", "H", "H", "H", "H", "H", "H", "H", "H", "H", "H", "H", "H", "H", "H", "H", "H", "H", "H", "H", "H", "H", "H"],
  "positions_angstrom": [[-0.12, 1.21, -1.11], [1.19, -2.33, -0.82], [1.30, -3.99, 3.71], [3.64, -0.65, 0.72], [0.82, -2.30, 1.74], [-1.67, -0.51, -0.30], [-2.59, -2.93, -3.32], [-1.78, -2.97, -4.61], [1.11, -3.35, 2.80], [1.42, 4.94, 5.46], [-0.97, -1.70, -4.85], [2.89, -1.48, 0.61], [2.72, 0.44, 4.42], [-1.20, -0.79, 1.17], [-0.71, -2.27, 1.41], [2.52, 4.18, 4.75], [-1.43, 1.03, -0.58], [1.51, 1.23, 4.92], [1.78, -2.53, 0.49], [2.01, 3.36, 3.56], [-2.21, -0.61, -7.51], [-2.83, -0.44, -6.12], [1.01, 2.26, 3.91], [-1.79, -0.42, -5.00], [0.75, 1.91, -0.20], [-3.39, 0.49, -6.10], [3.02, -0.31, 5.16], [-0.42, -0.04, 1.42], [3.04, 3.53, 5.46], [-2.76, -0.68, -0.35], [-1.09, -3.82, -4.57], [2.87, 2.92, 3.04], [-2.45, -3.16, -5.45], [1.54, 4.04, 2.84], [-1.58, 1.54, 0.40], [-2.30, -0.20, -4.05], [-1.11, 0.42, -5.17], [2.48, -0.09, 3.49], [3.26, 4.89, 4.38], [1.84, 5.53, 6.28], [3.58, 1.08, 4.24], [0.91, 5.63, 4.78], [-2.05, -0.58, 1.86], [-3.12, -3.87, -3.18], [-3.32, -2.13, -3.32], [0.96, -1.36, -1.01], [1.75, 1.71, 5.87], [-1.93, -2.79, -2.46], [-2.22, 1.36, -1.29], [-1.67, -1.55, -7.60], [1.20, 1.21, 0.54], [2.26, -3.52, 0.54], [-0.34, -1.84, -5.73], [0.09, 2.71, 4.29], [1.56, 2.32, -0.81], [0.67, 4.27, 5.89], [1.07, -1.30, 2.16], [-1.01, -2.96, 0.60], [0.22, 2.70, 0.37], [0.73, 1.74, 2.98], [0.70, 0.53, 5.13], [-1.51, 0.21, -7.72], [-3.56, -1.24, -5.95], [-2.98, -0.59, -8.27], [-0.27, -1.56, -4.01], [-1.16, -1.13, -1.05], [-1.23, -2.62, 2.33], [0.41, -2.96, -1.01]]
}

***

Record 3
{
  "formula": "C4H12N3",
  "method": "wB97M-V/def2-TZVPD",
  "smiles": "CC(=[NH2+])N[C@@H](C)N",
  "e_lumo_ha": -0.1042,
  "total_charge": 1,
  "orbital_gap_ev": 11.51,
  "symbols": ["N", "N", "N", "C", "C", "C", "C", "H", "H", "H", "H", "H", "H", "H", "H", "H", "H", "H", "H"],
  "positions_angstrom": [[0.27, 0.54, 0.68], [-0.50, -1.66, 0.47], [0.82, -0.52, -1.24], [-2.16, 0.07, 0.35], [2.15, 1.30, -0.65], [-0.76, -0.41, 0.98], [1.04, 0.38, -0.38], [-2.19, 0.45, -0.59], [0.43, 1.43, 1.18], [-0.94, -0.33, 1.95], [1.30, -0.55, -2.09], [-0.06, -1.18, -1.10], [2.03, 1.94, -1.58], [-2.89, -0.70, 0.56], [-2.55, 0.76, 1.04], [0.03, -2.26, 1.10], [3.11, 0.69, -0.89], [-1.36, -2.07, 0.14], [2.24, 2.13, 0.05]]
}

***

Record 4
{
  "formula": "C48H35CdIN4OP2S3",
  "method": "wB97M-V/def2-TZVPD",
  "e_lumo_ha": -0.0183,
  "total_charge": 0,
  "orbital_gap_ev": 6.98,
  "symbols": ["I", "Cd", "S", "S", "S", "P", "P", "O", "N", "N", "N", "N", "C", "C", "C", "C", "C", "C", "C", "C", "C", "C", "C", "C", "C", "C", "C", "C", "C", "C", "C", "C", "C", "C", "C", "C", "C", "C", "C", "C", "C", "C", "C", "C", "C", "C", "C", "C", "C", "C", "C", "C", "C", "C", "C", "C", "C", "C", "C", "C", "H", "H", "H", "H", "H", "H", "H", "H", "H", "H", "H", "H", "H", "H", "H", "H", "H", "H", "H", "H", "H", "H", "H", "H", "H", "H", "H", "H", "H", "H", "H", "H", "H", "H", "H"],
  "positions_angstrom": [[-0.22, -3.43, 2.88], [0.21, -1.72, -0.14], [-1.15, -1.86, -2.45], [2.59, -1.78, 0.75], [1.07, -4.17, -0.24], [-2.06, -0.99, 1.21], [1.50, 1.61, -1.02], [0.62, 0.40, -1.04], [1.18, -2.92, -3.14], [3.81, -6.40, -1.18], [0.51, -1.08, -4.41], [6.06, -2.98, 0.44], [2.31, -3.08, -3.83], [0.47, 2.51, -3.36], [-2.97, -1.07, 5.33], [3.42, -0.04, -2.12], [-2.42, -1.29, 6.62], [-5.08, -3.33, -1.36], [2.60, -3.40, 0.15], [2.10, 3.05, 3.29], [5.64, 0.65, -2.75], [-4.04, -3.96, -0.70], [-2.85, -1.10, 2.89], [1.25, 1.47, 1.69], [-2.24, 1.76, 1.86], [-2.29, 2.56, -0.79], [5.05, -3.47, 0.23], [-2.27, 3.11, 1.54], [4.08, 2.26, -1.88], [-1.12, -2.29, 4.38], [-2.25, 0.80, 0.85], [-2.28, -1.49, 4.16], [-4.10, -0.53, 2.88], [1.61, -1.25, -5.12], [1.44, 1.87, 3.01], [-4.34, -1.21, -0.49], [-3.14, -3.22, 0.06], [2.57, -2.24, -4.88], [-4.24, -0.44, 5.25], [0.26, -1.93, -3.39], [-0.15, 5.08, -2.50], [1.74, 2.25, 0.64], [5.33, 1.96, -2.39], [-0.62, -2.49, 5.64], [3.78, -4.08, -0.05], [-0.46, 4.69, -3.79], [0.79, 2.90, -2.06], [-1.25, -1.95, 6.77], [-4.82, -0.22, 4.04], [-2.24, 1.21, -0.48], [-3.29, -1.84, 0.17], [0.46, 4.18, -1.63], [-5.23, -1.95, -1.25], [3.12, 1.26, -1.73], [4.68, -0.34, -2.62], [3.81, -5.37, -0.66], [2.41, 3.44, 0.93], [-0.15, 3.40, -4.22], [2.59, 3.84, 2.25], [-2.30, 3.51, 0.22], [-4.54, -0.25, 1.93], [0.66, 4.48, -0.61], [-2.19, 0.49, -1.29], [2.96, -3.88, -3.50], [0.74, 0.55, 1.48], [-0.40, 6.07, -2.15], [0.27, -3.10, 5.76], [-4.73, -0.16, 6.17], [-2.23, 1.46, 2.90], [2.25, 3.36, 4.31], [1.07, 1.25, 3.81], [2.68, -0.82, -1.97], [1.04, -3.51, -2.29], [-5.77, -3.90, -1.96], [2.80, 4.06, 0.14], [4.92, -1.37, -2.88], [-4.46, -0.14, -0.43], [6.62, 0.41, -3.12], [3.86, 3.28, -1.60], [6.08, 2.74, -2.49], [-0.41, 3.09, -5.23], [-2.26, 3.84, 2.34], [-0.95, 5.38, -4.46], [3.46, -2.33, -5.48], [-2.33, 4.57, -0.03], [0.68, 1.50, -3.69], [-0.82, -2.12, 7.75], [3.11, 4.76, 2.46], [-2.30, 2.87, -1.83], [-5.80, 0.22, 3.96], [-2.97, -0.93, 7.48], [-6.04, -1.45, -1.77], [1.76, -0.54, -5.93], [-2.32, -3.72, 0.55], [-3.91, -5.03, -0.78]]
}

***

Record 5
{
  "formula": "C4H4N2O",
  "method": "wB97M-V/def2-TZVPD",
  "e_lumo_ha": [-0.0159, 0.0164],
  "total_charge": 0,
  "orbital_gap_ev": [7.45, 8.34],
  "symbols": ["O", "N", "N", "C", "C", "C", "C", "H", "H", "H", "H"],
  "positions_angstrom": [[-0.39, 0.78, 0.81], [1.57, -0.42, 0.85], [0.81, -0.70, -0.31], [-0.27, 0.00, -0.26], [2.66, -1.07, 1.05], [0.82, 0.61, 1.47], [-1.28, -0.05, -1.37], [-2.32, -0.11, -0.97], [-1.28, -0.97, -1.97], [1.13, 0.99, 2.45], [-1.45, 0.94, -1.75]]
}

***

Max |F| per entry: 0.076 0.101 0.106 0.007 0.058 hartree/bohr
M per entry: 591.7 353.6 102.2 1081.3 96.1 g/mol